Record 1
20
Properties=species:S:1:pos:R:3:forces:R:3 method="wB97M-V/def2-TZVPD" fmax_ev_per_a=1.4 homo_energy_ev=-7.03 total_charge=0 e_tot_ev=-8825.206 de_lowest_ev=4.2068
C -1.7945 0.8866 0.8708 0.08 0.06 0.00
C -1.7139 2.3793 0.5843 -0.01 -0.16 0.03
N -1.2437 0.1465 -0.2643 0.44 -0.48 0.20
N -1.1015 -1.2579 0.0143 0.49 0.10 0.45
H -0.2453 0.3864 -0.4295 -0.39 0.15 0.09
H -1.8533 -1.7812 -0.4262 0.37 -0.09 -0.13
H -1.0629 -1.4961 1.0089 -0.33 0.26 0.03
H -1.2573 0.6573 1.8078 -0.05 -0.01 -0.12
H -2.8386 0.5860 1.0065 0.08 0.01 -0.01
H -2.2557 2.6213 -0.3293 -0.01 0.01 0.01
H -0.6764 2.6926 0.4612 0.00 0.01 0.00
H -2.1437 2.9452 1.4107 0.01 0.00 -0.03
C 2.8676 -0.3875 -0.8987 0.01 0.01 -0.20
C 1.6018 -1.1240 -0.5504 -1.10 -0.55 0.72
N 1.5758 -2.4009 -0.4117 0.50 -0.63 -0.41
H 2.4601 -2.8821 -0.6540 0.15 0.14 0.19
H 0.1045 -1.4209 -0.2205 -0.04 1.17 -0.86
H 3.1198 0.3392 -0.1204 -0.06 -0.05 -0.04
H 2.7315 0.1768 -1.8252 0.00 0.05 0.02
H 3.7256 -1.0665 -1.0343 -0.15 -0.01 0.05

Record 2
50
Properties=species:S:1:pos:R:3:forces:R:3 method="wB97M-V/def2-TZVPD" fmax_ev_per_a=2.5 homo_energy_ev=-13.06 total_charge=+1 e_tot_ev=-66783.448 de_lowest_ev=0.0000
Pd -1.3400 0.0730 0.4051 1.51 0.16 0.43
C -0.3183 1.8112 2.9997 0.07 -0.01 -0.09
O -0.0451 1.0407 1.8121 0.04 0.11 0.23
Si 1.4377 0.4176 1.2874 0.13 -0.34 -0.59
C 2.0549 -0.9031 2.4335 -0.06 0.15 0.16
C 2.7718 1.6730 1.0070 -0.12 0.10 0.25
C 0.5814 -0.1824 -0.2956 -0.95 -0.26 -0.28
Si 0.3542 1.1629 -1.6752 0.58 -0.26 0.13
C 2.0285 1.2258 -2.5145 -0.12 0.07 -0.16
C -0.9552 0.7149 -2.9409 -0.01 0.17 0.07
C -0.0383 2.8452 -0.9156 -0.05 -0.03 -0.09
Si 0.3730 -2.0494 -0.6669 0.45 0.16 -0.13
C -0.1334 -3.0014 0.8731 -0.07 -0.03 0.00
C -0.9231 -2.3656 -1.9803 -0.01 -0.08 0.08
C 2.0346 -2.6638 -1.2710 -0.07 -0.05 0.00
H 0.3168 2.6965 2.9893 0.01 0.00 0.02
H -0.1246 1.2107 3.8859 0.00 -0.01 0.02
H -1.3588 2.1166 2.9838 -0.03 0.01 -0.01
H 2.5915 -0.4545 3.2731 0.01 0.01 -0.02
H 2.7646 -1.5541 1.9172 -0.01 0.00 -0.02
H 1.2571 -1.5203 2.8445 -0.01 0.00 -0.03
H 3.2110 1.9778 1.9602 0.01 0.00 -0.01
H 2.4387 2.5707 0.4890 -0.01 -0.03 -0.04
H 3.5749 1.2154 0.4232 -0.02 -0.03 0.00
H 2.3253 0.2500 -2.9022 -0.01 -0.01 0.02
H 2.8160 1.5926 -1.8570 -0.02 -0.02 0.03
H 1.9713 1.9069 -3.3685 0.00 0.01 0.01
H -0.5388 0.0619 -3.7076 -0.03 -0.01 0.00
H -1.2462 1.6520 -3.4235 0.01 -0.02 -0.05
H -1.8728 0.2584 -2.5688 0.01 0.00 0.06
H 0.8768 3.4349 -0.8384 -0.02 0.03 0.00
H -0.5115 2.8402 0.0656 0.00 -0.07 0.01
H -0.7154 3.3774 -1.5872 0.04 0.02 -0.02
H -0.9447 -2.5708 1.4687 0.01 0.06 -0.06
H 0.7030 -3.1781 1.5478 0.01 -0.02 -0.04
H -0.4961 -3.9746 0.5299 0.03 -0.02 0.03
H -1.9321 -2.0107 -1.7581 0.01 0.03 0.06
H -0.9924 -3.4541 -2.0681 -0.02 0.01 -0.03
H -0.6391 -1.9729 -2.9544 0.03 -0.03 0.01
H 2.8153 -2.5524 -0.5164 0.00 0.03 0.00
H 2.3517 -2.1365 -2.1721 0.00 0.01 0.01
H 1.9689 -3.7261 -1.5184 -0.01 0.00 0.01
O -5.3519 1.0547 0.4605 -0.18 0.06 0.22
Cl -4.0109 0.9249 0.1103 -0.42 -0.68 -0.30
O -3.4577 2.0090 -0.5863 0.12 0.20 0.30
O -3.6681 -0.3447 -0.4512 -0.14 0.08 -0.69
O -3.1583 0.8542 1.5077 0.24 -0.47 0.65
F -3.8318 -1.3871 1.9160 0.78 -0.46 0.12
B -2.8765 -0.5142 2.1321 -1.79 1.72 0.05
F -2.1381 -0.4521 3.2153 0.08 -0.27 -0.32

Record 3
35
Properties=species:S:1:pos:R:3:forces:R:3 method="wB97M-V/def2-TZVPD" fmax_ev_per_a=2.8 homo_energy_ev=-13.93 total_charge=+1 e_tot_ev=-21359.290 de_lowest_ev=0.1358
O -1.1129 0.1241 -2.5058 0.10 -0.03 -0.18
C -0.9388 0.8395 -1.5574 -0.65 -0.39 -0.10
O -1.4297 2.0625 -1.4055 -0.18 0.23 0.78
C -0.1578 0.3743 -0.3648 1.60 -0.58 1.82
C -0.8563 -0.6061 0.5934 -1.06 -0.75 -0.50
C -0.7678 -0.2281 2.0374 0.02 1.23 2.57
C -1.4182 1.1071 2.4539 -0.21 0.78 -0.21
N 1.0915 -0.3167 -0.8809 -1.71 1.30 -0.35
H -2.2306 2.2241 -1.9209 0.09 -0.23 -0.44
H 0.1914 1.1742 0.2818 0.03 0.50 -0.51
H -0.4360 -1.6144 0.5402 0.16 0.07 -0.57
H -1.8830 -0.7020 0.2278 -0.01 -0.09 0.43
H -1.0917 -0.9475 2.7986 -0.62 -0.63 -0.91
H 0.2533 -0.1294 2.4044 0.38 0.10 -0.72
H -1.9768 1.1599 3.3899 0.29 -0.70 0.19
H -2.1582 1.4723 1.7526 -0.08 0.00 -0.57
H -0.6687 1.8924 2.5507 0.02 0.10 -0.16
H 1.6486 -0.6700 -0.1075 0.11 -0.08 0.10
H 1.5248 0.4526 -1.4070 0.66 -0.41 -0.17
H 0.7304 -1.0572 -1.4785 0.65 -0.29 -0.21
H -4.2418 -1.2356 -1.4140 -0.13 -0.01 0.05
H -4.2930 -0.5295 -0.0374 -0.21 -0.11 -0.10
O -3.7729 -0.6230 -0.8410 0.22 0.20 0.03
H 3.8344 0.8923 0.1220 -0.05 -0.29 -0.37
H 3.1450 2.0845 0.5938 -0.50 0.29 -0.18
O 3.0324 1.3953 -0.0746 0.76 0.08 0.65
H 2.8851 -1.9097 2.0128 0.29 -0.14 0.04
H 1.4737 -1.8644 2.5630 -0.03 0.04 0.00
O 2.0954 -1.3666 2.0205 -0.02 -0.02 -0.25
H 1.7669 -3.7993 -1.4743 0.28 0.25 -0.02
H 0.3247 -3.4460 -1.4994 -0.17 0.20 -0.02
O 1.1895 -3.0291 -1.3979 -0.21 -0.65 -0.01
H 0.8184 2.2533 -3.1131 -0.61 -0.17 0.39
H 2.1426 2.4056 -2.5961 1.24 0.23 0.45
O 1.2859 2.1607 -2.2669 -0.42 -0.04 -0.96

Record 4
23
Properties=species:S:1:pos:R:3:forces:R:3 method="wB97M-V/def2-TZVPD" fmax_ev_per_a=1.1 homo_energy_ev=-12.69 total_charge=+1 e_tot_ev=-12385.200 de_lowest_ev=1.7079 smiles="N[C@@H]1C[N@H+]1C[C@H]1C=NNC1"
N 2.3431 1.4517 -1.3703 0.07 0.34 -0.41
C 2.2093 0.3783 -0.5644 -0.18 -0.25 0.25
C 1.6497 -0.8977 -1.0275 0.48 -0.02 -0.24
N 0.7271 -0.1327 -0.1854 -0.53 0.09 0.23
C 0.2934 -0.6411 1.1276 -0.09 -0.32 0.69
C -1.2221 -0.4506 1.3231 0.17 0.24 -0.30
C -1.5722 1.0364 1.3380 0.25 -0.77 -0.21
N -2.0052 1.4378 0.2174 -0.25 1.01 0.23
N -2.0486 0.3981 -0.6775 0.22 -0.68 -0.40
C -2.0164 -0.8702 0.0791 -0.42 -0.03 0.11
H 2.4838 2.3624 -0.9668 0.00 -0.02 0.05
H 1.9263 1.4451 -2.2862 0.06 0.00 -0.03
H 2.8106 0.3849 0.3366 -0.08 -0.11 0.01
H 1.3728 -0.9972 -2.0693 -0.11 0.07 -0.02
H 2.0182 -1.8182 -0.5899 -0.07 0.08 0.08
H -0.0505 0.3279 -0.6756 0.17 0.06 -0.30
H 0.8328 -0.1118 1.9179 0.05 -0.05 -0.08
H 0.5381 -1.7048 1.1943 0.03 0.11 -0.02
H -1.5258 -0.9706 2.2301 0.04 -0.02 -0.05
H -1.3863 1.7078 2.1520 -0.03 0.28 0.23
H -2.8008 0.5097 -1.3475 0.09 0.04 0.15
H -1.5490 -1.6574 -0.5110 0.03 -0.06 0.04
H -3.0283 -1.1878 0.3553 0.11 0.00 -0.01